7
Properties=species:S:1:pos:R:3:lowdin_charge:R:1 method="wB97M-V/def2-TZVPD" smiles=C#C[SiH2]Br relative_energy_kj_mol=163.6 orbital_gap_ev=7.942 total_energy_ha=-2941.400023
C -2.0409 0.8540 0.0121 0.028
C -0.9374 0.3547 -0.1681 -0.307
Si 0.8404 -0.3906 -0.1248 0.527
Br 3.5824 -0.1614 -0.0566 -0.114
H -2.9375 1.3795 0.0177 0.005
H 0.9928 -0.5750 1.3809 -0.066
H 0.5002 -1.4613 -1.0612 -0.073